Entry 1:
A 7-piece molecular cluster, C26H69N3O14 overall, computed with wB97M-V/def2-TZVPD.

XYZ file:
```
112
Properties=species:S:1:pos:R:3:forces:R:3:lowdin_charge:R:1
C -3.4454 4.6249 31.8453 -0.51 0.49 0.02 -0.13
O -2.1311 4.6164 31.3279 -0.90 0.75 -0.08 -0.21
C -1.9299 5.5509 30.2245 0.00 -1.92 -0.37 -0.16
C -2.3079 4.7299 28.9464 0.98 -0.13 1.00 -0.22
N -1.7610 5.2091 27.6943 -0.09 -0.07 -0.84 -0.05
C -2.2664 4.4094 26.5840 -1.12 -0.76 -0.58 -0.25
C -1.5164 4.5945 25.2843 0.68 0.02 0.44 -0.17
O -0.1997 3.9658 25.3439 -0.76 2.88 0.17 -0.18
C -0.2237 2.6244 25.5538 1.03 -2.16 -0.12 -0.18
H -3.6254 3.8616 32.6024 0.67 -0.01 0.08 0.09
H -4.2389 4.4542 31.1178 0.13 -0.09 -0.57 0.08
H -3.6590 5.6065 32.2684 -0.05 0.11 0.31 0.08
H -0.8635 5.7169 30.3770 0.02 0.40 -0.88 0.12
H -2.4880 6.4868 30.1972 -0.12 0.03 0.81 0.12
H -3.3865 4.5923 28.8700 -0.12 0.46 -0.05 0.11
H -1.9372 3.7383 29.2060 0.12 -0.42 -0.21 0.12
H -0.7696 5.0213 27.6503 0.40 0.30 0.49 0.11
H -3.3200 4.6147 26.3942 -0.15 0.43 0.07 0.12
H -2.2816 3.3428 26.8079 0.15 -0.37 0.33 0.10
H -1.4916 5.6776 25.1648 1.12 0.09 -0.14 0.12
H -1.9834 4.2569 24.3591 -0.54 -0.54 0.31 0.12
H -0.2758 2.2159 26.5630 -0.89 0.65 0.68 0.08
H 0.7801 2.2566 25.3415 0.12 0.01 -0.79 0.08
H -0.9488 2.1074 24.9252 -0.12 -0.15 -0.12 0.10
C 5.6962 0.0302 25.0849 0.66 0.11 -0.63 -0.13
O 5.6644 -1.3661 25.1718 -1.07 -1.27 0.41 -0.20
C 4.6645 -1.9138 26.0583 -0.67 -1.07 -1.78 -0.17
C 4.2146 -3.3742 25.5624 1.49 1.60 1.66 -0.20
N 3.6455 -3.4901 24.2410 -0.35 -1.58 -0.10 -0.05
C 3.1508 -4.9001 24.0545 -1.58 0.62 -1.36 -0.16
C 2.8455 -5.2003 22.5304 1.28 0.92 1.40 -0.19
O 4.0897 -5.3394 21.8389 -0.44 -1.67 0.41 -0.20
C 4.6223 -6.6922 21.8918 0.94 1.57 -1.32 -0.09
H 6.2764 0.4303 25.9163 -0.46 0.44 0.26 0.09
H 4.7221 0.4814 24.8958 -0.26 0.05 0.66 0.08
H 6.2501 0.2788 24.1797 0.25 -0.14 -0.04 0.09
H 3.7489 -1.3227 26.0358 0.02 0.47 -0.04 0.11
H 5.0095 -1.9715 27.0907 0.20 -0.09 0.03 0.11
H 3.5147 -3.7296 26.3186 -0.38 0.11 -0.11 0.12
H 5.0939 -3.9948 25.7347 0.27 -0.35 -0.40 0.11
H 4.3562 -3.3744 23.5326 0.36 0.31 -0.03 0.12
H 2.1929 -4.9999 24.5650 -0.18 0.25 0.20 0.11
H 3.7422 -5.7041 24.4926 0.69 0.19 -0.12 0.11
H 2.3849 -4.3429 22.0397 -0.23 0.00 0.37 0.08
H 2.1564 -6.0426 22.4687 0.26 -0.32 -0.24 0.12
H 4.8958 -7.0748 22.8751 -0.63 0.04 0.18 0.08
H 5.5654 -6.5631 21.3606 0.22 -0.16 0.10 0.08
H 4.0663 -7.3642 21.2381 -0.50 -0.18 0.54 0.09
C -0.0314 -3.7914 19.7672 1.59 0.41 0.09 -0.11
O -1.0859 -3.0291 20.2939 -0.18 -0.86 -0.35 -0.16
C -2.0777 -3.9659 20.6445 -1.89 1.55 1.96 -0.20
C -3.0960 -3.2064 21.6187 1.47 -0.01 -1.60 -0.18
N -3.8548 -4.1244 22.4296 -1.65 0.35 -0.21 -0.07
C -4.8166 -3.3968 23.2654 -0.49 0.21 1.11 -0.20
C -5.9514 -4.2623 23.8051 0.27 -0.68 -0.62 -0.22
O -6.7124 -4.7993 22.7182 -0.70 -0.72 0.23 -0.20
C -7.7169 -5.7451 23.1933 0.14 1.22 -0.20 -0.08
H 0.6565 -3.9933 20.5883 0.13 -0.47 0.13 0.07
H 0.5708 -3.2356 19.0485 -0.33 0.34 -0.18 0.08
H -0.3270 -4.7355 19.3096 -0.26 0.02 -0.04 0.09
H -1.7432 -4.8276 21.2222 0.60 -0.06 -0.06 0.12
H -2.5602 -4.3083 19.7291 -0.32 -0.17 0.00 0.12
H -3.7057 -2.5673 20.9799 -0.41 0.11 0.01 0.12
H -2.5515 -2.5213 22.2684 0.34 -0.19 -0.13 0.10
H -4.4896 -4.5722 21.7842 0.08 -0.87 -0.22 0.12
H -5.3014 -2.5244 22.8272 0.12 0.07 -0.83 0.12
H -4.3087 -2.9640 24.1273 0.22 -0.16 0.20 0.10
H -6.5822 -3.6686 24.4667 -0.11 0.13 0.08 0.12
H -5.5562 -5.1133 24.3598 0.21 -0.03 0.31 0.12
H -7.2776 -6.4696 23.8791 0.00 -0.08 -0.07 0.08
H -8.2695 -6.2273 22.3870 0.81 -0.09 -0.43 0.08
H -8.5245 -5.1956 23.6771 0.15 0.19 0.59 0.08
C 2.7171 -2.1500 16.8909 -0.72 0.36 -0.27 -0.25
C 3.8555 -2.1854 17.8783 0.26 0.18 -0.60 -0.24
O 4.6740 -1.0119 17.8285 -0.33 -0.54 0.26 -0.06
O 1.7381 -1.2176 17.3864 0.50 -0.19 0.25 -0.08
H 2.2845 -3.1429 16.7677 -0.11 -0.27 0.31 0.11
H 3.0534 -1.8705 15.8925 0.24 0.29 -0.01 0.12
H 4.5180 -3.0110 17.6185 0.00 -0.03 0.03 0.12
H 3.4206 -2.3942 18.8558 0.17 0.21 0.31 0.11
H 4.1856 -0.2825 18.2171 -0.18 0.11 -0.01 0.08
H 0.9447 -1.1813 16.8472 0.15 -0.16 -0.21 0.08
C 1.8982 -1.6156 22.1969 -0.34 2.00 -2.70 -0.31
C 2.7757 -0.3792 22.4409 -0.67 -0.54 -0.22 -0.18
O 1.9512 0.7191 22.8702 0.38 -0.21 -0.42 -0.08
O 1.3489 -2.0217 23.3502 -1.29 -1.14 2.21 -0.05
H 2.3152 -2.3678 21.5273 0.86 -0.38 0.45 0.10
H 1.0313 -1.3320 21.6001 -0.01 0.64 -0.39 0.13
H 3.2862 -0.1064 21.5174 0.24 0.23 0.28 0.12
H 3.4179 -0.6185 23.2885 0.67 -0.06 -0.34 0.10
H 1.3911 0.3060 23.5315 -0.42 0.17 0.25 0.07
H 2.0168 -2.5395 23.8055 0.67 -0.43 0.72 0.04
C 2.3218 3.7916 20.8633 0.94 2.21 1.62 -0.27
C 1.4938 4.8252 21.7373 -1.14 -0.45 -1.89 -0.23
O 1.9227 6.1261 21.4238 1.46 0.97 0.18 -0.08
O 1.6678 2.6234 20.5804 -0.57 -0.68 -0.27 -0.05
H 3.2477 3.5948 21.4037 0.25 -0.15 0.32 0.11
H 2.6994 4.3011 19.9768 -0.66 0.08 -0.31 0.12
H 1.3902 4.6211 22.8030 0.54 -0.19 0.09 0.11
H 0.4877 4.8669 21.3200 -0.49 -1.08 0.15 0.11
H 1.6786 6.7561 22.1058 -0.03 -0.17 0.09 0.08
H 1.7750 2.0938 21.3739 -0.38 -0.66 0.18 0.04
C -1.5225 -3.4420 24.7708 -1.17 -1.22 1.75 -0.19
C -2.2093 -3.2982 26.1855 0.03 0.09 -1.86 -0.27
O -1.6504 -4.2062 27.0865 0.58 0.12 0.57 -0.05
O -1.8731 -4.7711 24.2839 1.30 1.39 0.46 -0.08
H -0.4396 -3.3383 24.8399 -0.01 -0.29 0.17 0.10
H -1.8405 -2.5921 24.1669 -0.28 -0.26 -0.35 0.09
H -3.2661 -3.5532 26.1064 -0.30 0.00 -0.55 0.10
H -2.2088 -2.2523 26.4924 0.54 0.25 0.38 0.11
H -2.1603 -4.1176 27.8951 0.13 -0.22 0.20 0.08
H -2.6191 -4.6804 23.6865 -0.52 -0.02 -0.55 0.01
```
Positions in Å, forces in eV/Å.

ΔE to the lowest compared entry with this formula, charge and spin = 275.1 kJ/mol
SMILES string = COCCNCCOC.COCCNCCOC.COCCNCCOC.OCCO.OCCO.OCCO.OCCO



Entry 2:
A 6-piece molecular cluster, C26H69N5O8 overall, computed with wB97M-V/def2-TZVPD.

XYZ file:
```
108
Properties=species:S:1:pos:R:3:forces:R:3:lowdin_charge:R:1
C 6.6161 3.8976 -0.6828 -2.25 -0.88 1.14 -0.13
C 7.4328 4.6883 -1.5719 2.17 0.18 -0.07 -0.34
O 8.2096 3.7840 -2.3968 -0.36 0.94 -0.33 -0.08
H 7.0793 3.2754 0.0830 0.60 -0.02 -0.36 0.08
H 6.0149 3.2667 -1.3375 -0.37 -0.23 0.41 0.08
H 5.9810 4.5708 -0.1069 -0.44 -0.01 -0.05 0.08
H 8.0753 5.3135 -0.9519 0.44 0.28 -0.29 0.11
H 6.8099 5.3718 -2.1489 0.23 -0.34 -0.54 0.12
H 9.0037 3.5349 -1.9183 -0.03 0.07 0.09 0.08
C -3.6358 5.2020 0.4715 0.20 -1.88 0.64 -0.14
O -3.5943 5.3821 -0.8986 -0.19 1.36 -0.59 -0.18
C -4.7706 6.0334 -1.3654 0.39 0.98 -0.23 -0.24
C -4.5087 6.3884 -2.8120 -2.63 -0.30 0.11 -0.22
N -4.5191 5.2044 -3.6228 1.10 -0.67 -1.55 -0.06
C -5.7129 4.3280 -3.6886 0.08 -0.52 1.09 -0.18
C -5.7717 3.2816 -4.8027 0.30 1.06 -1.69 -0.21
O -7.1502 2.9752 -5.1574 1.16 -0.62 0.86 -0.19
C -7.1931 1.9060 -6.0875 -1.43 0.31 -0.14 -0.13
H -2.7600 4.6301 0.7782 0.40 0.35 -0.11 0.09
H -4.4209 4.4630 0.6312 -0.66 0.32 0.76 0.09
H -3.7137 6.0907 1.0977 -0.24 0.19 -0.24 0.09
H -5.0056 7.0103 -0.9427 0.54 0.14 1.08 0.12
H -5.6574 5.4349 -1.1570 -0.07 -0.37 -0.34 0.12
H -3.5935 6.9789 -2.8558 0.13 -0.34 -0.34 0.13
H -5.3400 6.9967 -3.1686 0.00 0.48 0.12 0.12
H -3.7789 4.7124 -3.1431 0.14 -1.02 -0.62 0.10
H -6.6998 4.7901 -3.7152 0.30 0.83 0.03 0.12
H -5.6811 3.7480 -2.7663 -0.54 -0.18 0.30 0.11
H -5.0849 2.4630 -4.5875 -0.70 -0.81 0.37 0.12
H -5.3562 3.6427 -5.7435 0.34 0.66 -0.01 0.11
H -8.2333 1.6854 -6.3273 -0.42 -0.06 0.81 0.08
H -6.7610 0.9927 -5.6786 0.44 0.07 -0.37 0.09
H -6.9302 2.2035 -7.1026 1.35 0.01 0.06 0.08
C 10.9022 -6.1148 -1.7346 -0.46 1.12 0.06 -0.13
O 12.2676 -5.7642 -1.5845 0.08 -0.06 -0.05 -0.21
C 13.2018 -6.8100 -1.8876 0.25 0.76 1.61 -0.19
C 14.6972 -6.3679 -1.5347 -1.74 1.11 0.84 -0.13
N 14.9363 -5.9818 -0.0535 -1.25 -2.72 -2.13 -0.07
C 16.0995 -5.1747 0.1644 -0.84 0.13 -0.39 -0.23
C 16.0317 -4.4234 1.5067 0.18 -1.57 -1.80 -0.25
O 17.3260 -3.9911 1.6227 2.24 2.11 2.94 -0.18
C 17.4559 -3.0461 2.7430 -0.75 0.52 -0.82 -0.07
H 10.4681 -6.9018 -1.1178 0.80 -0.64 0.17 0.08
H 10.5901 -6.2686 -2.7676 0.33 -0.26 -0.26 0.08
H 10.3341 -5.2479 -1.3973 0.15 0.27 -0.09 0.08
H 13.0639 -7.1190 -2.9238 0.46 0.02 -0.20 0.11
H 12.8666 -7.6159 -1.2347 0.52 -0.61 -0.05 0.11
H 14.9092 -5.4325 -2.0524 -0.12 0.03 -0.64 0.09
H 15.3140 -7.1323 -2.0073 0.45 -0.17 0.80 0.10
H 14.0408 -5.6693 0.2935 0.27 0.53 0.09 0.10
H 16.2631 -4.5585 -0.7197 0.09 0.85 0.10 0.11
H 16.9838 -5.8113 0.1948 0.06 -0.11 0.29 0.12
H 15.8264 -5.2418 2.1967 -0.52 0.36 0.71 0.13
H 15.3656 -3.5623 1.5598 -0.57 -0.29 -0.08 0.12
H 16.5962 -2.3776 2.6960 -0.02 0.49 -0.49 0.07
H 18.3575 -2.4354 2.6957 0.08 -0.40 -0.53 0.08
H 17.3488 -3.3345 3.7886 0.32 -1.48 -0.09 0.08
C -13.8574 -1.5039 0.6608 1.18 0.26 -1.25 -0.08
C -12.8281 -2.0080 1.7172 -0.82 1.65 -1.88 -0.39
C -11.3921 -1.3487 1.6366 -0.09 0.08 0.14 -0.19
O -10.6555 -1.9095 0.5826 0.09 -1.50 -1.63 -0.20
C -9.2459 -1.7385 0.5115 -0.19 0.10 2.16 -0.10
N -13.5833 -1.6215 2.8857 1.29 -0.47 1.74 0.01
H -14.8347 -1.9675 0.7951 0.20 -0.48 -0.19 0.07
H -13.4793 -1.6108 -0.3559 -0.24 -0.49 -0.16 0.07
H -14.0802 -0.4385 0.7197 0.40 0.15 0.57 0.07
H -12.6855 -3.0768 1.5577 0.10 -0.22 0.20 0.13
H -10.8367 -1.4997 2.5622 -0.18 -0.22 0.50 0.11
H -11.3870 -0.2723 1.4650 -0.64 0.32 0.20 0.12
H -8.6940 -2.3283 1.2434 -0.39 -0.72 0.61 0.07
H -9.0113 -0.7524 0.9122 0.32 0.61 -1.05 0.08
H -8.7568 -2.0953 -0.3949 -0.84 0.78 -0.53 0.09
H -13.1176 -2.0369 3.6798 -0.07 0.12 0.66 0.07
H -14.4939 -2.0575 2.8600 -0.12 0.04 -0.10 0.07
C -7.5475 2.4014 5.7784 0.38 1.47 -1.58 -0.07
C -7.0726 1.8522 7.0392 1.37 -2.65 0.77 -0.51
C -5.5931 1.4471 7.0689 -0.34 0.33 -0.82 -0.21
O -5.3517 0.5099 6.0147 0.07 0.09 1.41 -0.17
C -4.0084 0.0934 6.0206 0.78 1.09 -0.26 -0.12
N -7.2425 2.6848 8.1746 -0.68 1.37 0.74 0.04
H -7.3094 1.7788 4.9159 -0.22 -0.40 0.28 0.08
H -6.9762 3.3063 5.5712 -0.36 0.56 -0.04 0.09
H -8.6201 2.5915 5.8165 0.02 0.17 -0.14 0.09
H -7.6096 0.9063 7.1089 -0.17 -0.50 0.47 0.14
H -5.3286 1.1281 8.0771 -0.22 -1.11 0.12 0.12
H -4.9245 2.3067 7.0231 -0.06 0.56 -0.82 0.12
H -3.9079 -0.9180 5.6267 0.04 0.18 0.18 0.09
H -3.4762 0.2845 6.9525 -0.57 -1.00 0.88 0.08
H -3.4030 0.8198 5.4784 -0.03 -0.13 -1.19 0.08
H -8.1522 3.1235 8.1668 -0.09 0.14 0.07 0.08
H -7.1618 2.1926 9.0529 0.06 -0.16 -0.05 0.08
C 1.2784 -0.7751 -1.2074 1.10 1.18 -1.68 -0.06
C 0.6724 -0.1523 -2.5021 -1.46 -1.43 1.04 -0.42
C 0.4977 -1.1976 -3.5935 0.79 0.34 -0.59 -0.21
O 1.7850 -1.8289 -3.7306 -0.05 -0.43 -0.05 -0.21
C 2.1565 -2.1890 -5.0609 -1.94 0.40 -0.23 -0.10
N -0.6338 0.4351 -2.1410 0.43 0.87 -1.19 0.02
H 2.2805 -1.0998 -1.4875 0.02 -0.46 0.41 0.07
H 0.6719 -1.5889 -0.8100 0.01 0.18 -0.02 0.08
H 1.4102 0.0667 -0.5275 -0.20 -0.29 0.45 0.07
H 1.2898 0.5632 -3.0452 0.21 0.53 0.94 0.14
H 0.2679 -0.6831 -4.5265 -0.09 0.18 -0.17 0.11
H -0.3627 -1.8442 -3.4212 0.26 -0.72 0.28 0.12
H 3.0706 -2.7783 -5.1330 -0.07 0.35 0.41 0.09
H 2.1221 -1.3171 -5.7142 0.91 0.49 0.09 0.08
H 1.3273 -2.7241 -5.5237 -0.01 -0.88 0.12 0.08
H -0.4726 1.1990 -1.5002 -0.28 -0.05 0.09 0.06
H -1.3330 -0.1925 -1.7704 0.37 -0.25 0.11 0.07
```
Positions in Å, forces in eV/Å.

ΔE to the lowest compared entry with this formula, charge and spin = 282.1 kJ/mol
SMILES string = COC[C@H](C)N.COC[C@H](C)N.COC[C@H](C)N.COCCNCCOC.COCCNCCOC.CCO



Number 1: orbital gap 9.6323 eV, largest force on an atom 3.4 eV/A, HOMO level -9.19 eV. Number 2: orbital gap 8.9252 eV, largest force on an atom 4.3 eV/A, HOMO level -8.45 eV.